[1]
80
Properties=species:S:1:pos:R:3 method="wB97M-V/def2-TZVPD" lumo_ev=0.53 homo_energy_ev=-8.92
C -2.2460 2.1526 2.1685
C -3.5819 2.6496 1.6340
O -3.4687 3.5217 0.4923
C -4.0195 3.0021 -0.6573
O -5.0382 3.4481 -1.1236
C -3.1687 1.9199 -1.2677
C -3.8788 0.8873 -2.1303
C -2.8347 0.0830 -2.9308
C -2.3130 -1.1648 -2.1713
O -2.4795 -0.9376 -0.7946
C -2.5553 -2.0669 0.0526
N -3.6322 -2.9716 -0.3149
C -0.7985 -1.5056 -2.5315
C -0.5507 -3.0203 -2.3106
S 0.2918 -0.5651 -1.4310
N -0.6305 -1.1550 -3.9622
C 0.6646 -1.0230 -4.5044
F 1.6083 -1.8835 -3.9925
F 0.5576 -1.3394 -5.8337
C 1.2810 0.4356 -4.4466
F 2.3387 0.4962 -3.6351
F 1.6973 0.8083 -5.6611
F 0.3845 1.3284 -4.0393
H -1.6231 2.9508 2.5728
H -2.4768 1.4755 2.9996
H -1.6821 1.5741 1.4379
H -4.1011 3.2302 2.3991
H -4.1945 1.7837 1.3618
H -2.6331 1.4252 -0.4569
H -2.3941 2.4432 -1.8384
H -4.5287 1.4046 -2.8440
H -4.5192 0.2386 -1.5315
H -3.2946 -0.2574 -3.8597
H -2.0028 0.7519 -3.1540
H -2.9057 -2.0247 -2.5028
H -2.7423 -1.6540 1.0470
H -1.5820 -2.5709 0.1049
H -4.2075 -3.1970 0.4844
H -3.2623 -3.8507 -0.6563
H -0.1505 -3.4818 -3.2128
H -1.4505 -3.5209 -1.9593
H 0.2132 -3.1450 -1.5420
H -0.4376 0.5481 -1.2615
H -1.1185 -1.8506 -4.5168
C 0.1522 0.3454 7.0372
C 0.1842 -0.9755 6.2779
C 1.0996 -0.9319 5.0500
C 0.6129 -0.0004 4.0340
N 0.2152 0.7191 3.2328
H -0.2589 1.1464 6.4209
H -0.4678 0.2604 7.9292
H 1.1548 0.6402 7.3526
H -0.8262 -1.2488 5.9691
H 0.5399 -1.7687 6.9376
H 1.1741 -1.9219 4.5973
H 2.1097 -0.6382 5.3415
C 2.1763 3.6683 2.3911
C 2.8380 3.4207 1.0406
C 2.0970 4.1007 -0.1160
C 0.7610 3.5417 -0.3017
N -0.2827 3.0893 -0.4522
H 1.1740 3.2384 2.4245
H 2.7582 3.2114 3.1917
H 2.0997 4.7377 2.5992
H 2.8980 2.3471 0.8528
H 3.8619 3.7995 1.0555
H 2.6538 3.9794 -1.0466
H 2.0080 5.1732 0.0664
C 5.0638 -1.7006 -1.1760
C 5.1548 -3.2184 -1.2862
C 3.8459 -3.8488 -1.7723
C 2.7589 -3.6607 -0.8152
N 1.8832 -3.4814 -0.0949
H 4.3228 -1.4010 -0.4331
H 6.0243 -1.2801 -0.8784
H 4.7821 -1.2545 -2.1315
H 5.4311 -3.6457 -0.3207
H 5.9433 -3.4890 -1.9904
H 3.9754 -4.9191 -1.9414
H 3.5475 -3.4070 -2.7256

---

[2]
12
Properties=species:S:1:pos:R:3 method="wB97M-V/def2-TZVPD" de_lowest_kcal_mol=14.6 total_charge=+1 lumo_ev=-4.42 homo_energy_ev=-12.92
N -1.1784 0.4138 0.0594
C 0.0208 -0.4915 0.1136
C 1.2516 0.3891 0.0623
O 1.3890 1.4952 0.4149
O 2.4011 -0.6541 -0.2267
S 3.9246 0.0828 0.0104
H -1.8541 -0.0155 -0.6043
H -0.7588 1.2618 -0.2928
H -1.3585 0.7317 1.0458
H -0.0208 -1.0101 1.0901
H 0.1055 -1.3071 -0.5782
H 4.0087 -0.1870 1.3607

---

[3]
56
Properties=species:S:1:pos:R:3 method="wB97M-V/def2-TZVPD" total_charge=-1 lumo_ev=2.70 homo_energy_ev=-3.65
Cu -0.2710 -0.5801 -0.2014
C 1.8819 0.6948 1.9301
N 0.5924 0.0114 1.9227
C -0.4874 0.9396 2.2873
C -0.6797 2.0510 1.2620
N -1.1909 1.5407 -0.0094
C -2.6429 1.3673 0.0286
C -0.7723 2.3174 -1.1562
C -1.1825 3.6437 -1.2605
C -0.8892 4.4081 -2.3767
C -0.1760 3.8188 -3.4167
C 0.2498 2.5085 -3.3149
C -0.0185 1.7176 -2.1822
S 0.5526 0.0568 -2.1452
C 0.5195 -1.1899 2.7103
C 1.3358 -1.3579 3.8248
C 1.2824 -2.5115 4.5952
C 0.3751 -3.5033 4.2522
C -0.4609 -3.3318 3.1604
C -0.4164 -2.1881 2.3507
S -1.4976 -2.0447 0.9705
H 1.9606 1.4284 2.7472
H 2.0252 1.2165 0.9837
H 2.6899 -0.0252 2.0410
H -0.2737 1.3914 3.2699
H -1.4072 0.3595 2.3725
H 0.2639 2.5639 1.0747
H -1.3740 2.7874 1.6982
H -3.1526 2.2735 0.3901
H -2.8964 0.5252 0.6743
H -2.9970 1.1412 -0.9755
H -1.7536 4.0816 -0.4478
H -1.2183 5.4378 -2.4408
H 0.0361 4.3831 -4.3175
H 0.8055 2.0478 -4.1219
H 2.0286 -0.5726 4.1025
H 1.9352 -2.6270 5.4514
H 0.3156 -4.4136 4.8375
H -1.1752 -4.1009 2.8934
C 5.0157 -0.4717 -0.2499
S 3.5303 -0.0891 -1.2264
O 4.0846 0.2206 -2.5798
C 2.9462 -1.7910 -1.2705
C 2.8947 -2.4217 -2.4994
C 2.4058 -3.7202 -2.5736
C 1.9646 -4.3679 -1.4287
C 2.0035 -3.7180 -0.2011
C 2.4916 -2.4246 -0.1213
H 5.7166 -0.9703 -0.9179
H 4.7683 -1.1062 0.5997
H 5.4301 0.4745 0.0972
H 3.2170 -1.8742 -3.3754
H 2.3446 -4.2171 -3.5338
H 1.5716 -5.3747 -1.4923
H 1.6298 -4.2007 0.6929
H 2.4988 -1.9204 0.8369

---

[4]
242
Properties=species:S:1:pos:R:3 method="wB97M-V/def2-TZVPD" lumo_ev=0.43 homo_energy_ev=-8.30
F -2.0828 -0.3248 7.0158
C -1.0794 -0.1892 6.0823
C 0.0301 -1.0561 6.2929
C 1.0606 -0.9605 5.4159
C 1.1046 0.0448 4.4429
C -0.0186 0.7992 4.1858
C -1.1937 0.7090 5.0068
H 0.0720 -1.7368 7.1447
H 1.9082 -1.6440 5.4810
H 1.9739 0.1839 3.8833
H -0.0664 1.4669 3.3629
H -1.9920 1.4047 4.9613
F 3.3586 1.9646 -0.2495
C 4.5056 1.8333 -0.9440
C 4.6310 0.6496 -1.6268
C 5.6991 0.3994 -2.4161
C 6.6871 1.3963 -2.4857
C 6.5262 2.5743 -1.7913
C 5.4629 2.7921 -0.9591
H 3.8942 -0.1303 -1.5603
H 5.8142 -0.4914 -3.0005
H 7.5279 1.2515 -3.1513
H 7.1760 3.3928 -1.9477
H 5.3876 3.7841 -0.5199
F 3.6516 -1.4398 2.1498
C 4.9907 -1.2586 2.2785
C 5.5288 -0.6826 3.4045
C 6.9260 -0.5362 3.4543
C 7.7340 -1.1255 2.4774
C 7.1551 -1.7420 1.3344
C 5.8036 -1.7899 1.2131
H 4.9469 -0.3432 4.2116
H 7.4075 0.0647 4.2578
H 8.7757 -0.9134 2.5889
H 7.7696 -2.1870 0.5737
H 5.2306 -2.2178 0.3934
F -7.0376 -0.9622 -3.0604
C -5.9667 -0.1566 -2.9679
C -5.2650 0.2588 -4.1129
C -4.1637 1.0536 -4.0081
C -3.7424 1.4862 -2.7628
C -4.4583 1.1015 -1.6350
C -5.5436 0.2433 -1.6955
H -5.5287 -0.1210 -5.1510
H -3.6004 1.3852 -4.8492
H -2.8875 2.1937 -2.6495
H -4.2224 1.4768 -0.6192
H -6.0919 -0.0438 -0.7867
F 3.5289 4.8074 4.4726
C 4.7863 4.4089 4.0762
C 4.9435 3.4037 3.1833
C 6.2227 3.0812 2.7333
C 7.3637 3.6316 3.3018
C 7.2415 4.5654 4.3320
C 5.9558 4.9920 4.6575
H 4.0762 2.8539 2.7726
H 6.3422 2.2468 2.0399
H 8.3281 3.3019 3.0002
H 7.9855 5.1150 4.8927
H 5.8173 5.7858 5.3657
F -3.4761 -3.3604 0.5766
C -4.2200 -3.8616 -0.4957
C -3.8848 -5.0218 -1.1516
C -4.7756 -5.4179 -2.1801
C -5.9772 -4.7744 -2.3425
C -6.3056 -3.6696 -1.5847
C -5.4043 -3.1897 -0.6627
H -3.0542 -5.6252 -0.8543
H -4.5556 -6.2930 -2.7604
H -6.6157 -5.1487 -3.1317
H -7.2938 -3.1705 -1.6998
H -5.5687 -2.2996 -0.0690
C -0.0062 -3.8417 0.8303
C 0.3855 -5.1007 1.6116
C 1.7896 -4.8523 2.2463
C 1.6430 -3.9234 3.4295
C 0.7059 -4.4762 4.4889
C -0.7103 -4.7019 3.9456
N -0.5153 -5.4999 2.7145
O -1.7481 -5.8693 2.0962
C -1.5417 -5.5377 4.9479
C -1.4471 -3.3891 3.6250
C 0.5419 -6.2734 0.6556
H 0.6440 -3.7697 -0.0609
H 0.2708 -2.9410 1.4245
H -1.0089 -3.6880 0.5065
H 2.3232 -5.7750 2.5287
H 2.4120 -4.3443 1.4683
H 1.5292 -2.8436 3.1946
H 2.6137 -3.8557 3.8348
H 0.6134 -3.8208 5.3215
H 1.1777 -5.4274 4.8333
H -2.6166 -5.5410 4.7157
H -1.1811 -6.5642 4.9492
H -1.4283 -5.1077 5.9422
H -0.8277 -2.7618 2.9092
H -2.4761 -3.5659 3.4245
H -1.3772 -2.7466 4.5619
H 0.7768 -7.1518 1.2941
H 1.2773 -6.1562 -0.0949
H -0.3901 -6.5529 0.1779
H -2.1401 -5.0468 1.7247
C -0.7293 3.3025 -3.7337
C 0.6447 3.5812 -4.2756
C 1.1948 2.3091 -4.8808
C 2.4532 2.4769 -5.7396
C 2.1647 3.5143 -6.7815
C 1.7281 4.8452 -6.2433
N 0.5123 4.5599 -5.3645
O 0.1587 5.8389 -4.8344
C 2.8755 5.5908 -5.5611
C 1.2401 5.7273 -7.4569
C 1.6036 4.0903 -3.2495
H -1.3453 2.9116 -4.5125
H -1.1468 4.2377 -3.3251
H -0.6129 2.5426 -2.9373
H 1.3555 1.6040 -4.0845
H 0.4133 1.8950 -5.5469
H 2.7841 1.5472 -6.2055
H 3.2071 2.8143 -5.0078
H 1.5309 3.1031 -7.5762
H 3.0524 3.7670 -7.3621
H 3.6790 4.9151 -5.2399
H 3.3286 6.2641 -6.2492
H 2.5269 6.2592 -4.7628
H 2.0933 5.7902 -8.1643
H 0.4278 5.2152 -7.9284
H 0.9274 6.7378 -7.1941
H 2.6432 4.1577 -3.6057
H 1.6358 3.4771 -2.3605
H 1.3621 5.1215 -2.8510
H -0.7273 6.0008 -5.2330
C -8.1584 2.2974 2.8124
C -6.7267 1.7423 2.9417
C -6.1222 2.0768 4.3008
C -4.9175 1.2479 4.7870
C -5.2207 -0.2305 4.7098
C -5.5454 -0.6218 3.2530
N -6.7440 0.2123 2.8296
O -7.1179 -0.0908 1.4925
C -4.3366 -0.3467 2.3600
C -5.9449 -2.1599 3.2144
C -5.8644 2.2761 1.8108
H -8.1030 3.3847 2.7291
H -8.9212 2.1139 3.5496
H -8.6097 1.9305 1.8639
H -5.8472 3.1481 4.2001
H -6.8985 2.0115 5.1067
H -4.6176 1.5254 5.8238
H -4.0171 1.5045 4.1407
H -5.9830 -0.5140 5.4185
H -4.3419 -0.7638 5.0897
H -3.6552 -1.2056 2.4910
H -4.6392 -0.2480 1.3347
H -3.7735 0.5479 2.6291
H -6.8812 -2.2930 3.7990
H -6.0113 -2.6778 2.2665
H -5.1985 -2.6171 3.8019
H -5.9727 1.6541 0.9549
H -4.8431 2.4183 2.1446
H -6.1869 3.2976 1.5287
H -7.9835 -0.5147 1.5406
C 2.7840 -2.0224 -4.4859
C 2.6948 -3.2537 -3.5779
C 1.4179 -4.0210 -3.8497
C 1.4501 -5.4740 -3.3362
C 2.7082 -6.1647 -3.8519
C 3.9908 -5.4568 -3.3806
N 3.8583 -4.1007 -3.9408
O 4.9714 -3.3413 -3.5786
C 4.2258 -5.4904 -1.8684
C 5.2010 -6.1041 -4.0441
C 2.6981 -2.7038 -2.1056
H 2.6737 -2.3350 -5.5457
H 3.7166 -1.3963 -4.4196
H 1.9363 -1.3459 -4.3573
H 0.6002 -3.4564 -3.3096
H 1.1401 -3.9808 -4.8912
H 0.5583 -6.0130 -3.6835
H 1.5285 -5.4609 -2.2294
H 2.7004 -6.2141 -4.9741
H 2.7035 -7.2169 -3.5617
H 3.3328 -5.2395 -1.2874
H 4.5813 -6.4874 -1.5681
H 5.0725 -4.8051 -1.6792
H 6.1484 -5.6118 -3.7841
H 5.3067 -7.1176 -3.7598
H 5.1659 -6.1115 -5.1390
H 2.6068 -3.4081 -1.2885
H 1.8897 -1.9847 -2.0325
H 3.7189 -2.2343 -2.0908
H 5.5243 -3.3584 -4.3843
C -2.1880 6.3472 2.9591
C -1.5365 4.9663 3.3308
C -2.4210 3.8445 2.8273
C -2.3709 3.6736 1.2959
C -0.9271 3.4872 0.8361
C 0.0352 4.6044 1.3107
N -0.1649 4.7069 2.7741
O 0.7039 5.7218 3.2120
C 1.4578 4.2187 0.9608
C -0.2435 5.8824 0.4768
C -1.4867 4.8847 4.8156
H -2.8069 6.2748 2.0614
H -1.3530 7.0551 2.8795
H -2.8235 6.7065 3.7815
H -2.1326 2.8911 3.2476
H -3.4466 4.0567 3.0705
H -2.8446 4.4899 0.6993
H -2.9258 2.7567 1.0551
H -0.9097 3.3870 -0.2342
H -0.6721 2.4814 1.2398
H 1.5833 4.2061 -0.1213
H 2.1394 4.9348 1.4277
H 1.6634 3.2406 1.3756
H -0.4855 5.6295 -0.5895
H -1.1748 6.2973 0.8799
H 0.5271 6.6671 0.5463
H -0.8893 5.6575 5.2986
H -1.1239 3.9277 5.1424
H -2.4714 5.0149 5.2449
H 1.3568 5.2719 3.7788
C 0.7678 0.1708 0.2745
S -0.5566 0.2380 -0.9575
O -0.2864 -0.8965 -2.0102
C -1.9061 -0.4257 0.0329
H 1.7656 0.4841 -0.1762
H 0.7717 -0.8409 0.6846
H 0.4918 0.8178 1.1436
H -2.7284 -0.6877 -0.6580
H -2.1689 0.2839 0.8136
H -1.4261 -1.3286 0.3617
C -2.7081 -2.8094 -3.9538
S -2.0081 -2.5654 -5.5380
O -3.1187 -2.2248 -6.5013
C -1.0646 -1.0458 -5.3204
H -3.1425 -3.7859 -4.0334
H -3.5324 -2.1164 -3.7238
H -1.9294 -2.8134 -3.1730
H -0.2310 -1.2043 -4.6283
H -1.6837 -0.2581 -4.9793
H -0.6254 -0.7613 -6.2749